Entry 1:
A 8-piece molecular cluster, C23H47B4F16N7O overall, computed with wB97M-V/def2-TZVPD.

## Properties
E_tot = -3060.9401 Eh
spin multiplicity = 1
lowest unoccupied orbital energy = -1.014 eV
orbital gap = 8.359 eV

XYZ file:
```
98
Properties=species:S:1:pos:R:3:forces:R:3
C -5.104 -5.174 2.584 0.79 -0.07 -0.52
C -6.505 -4.709 3.013 1.70 -1.39 0.01
N -6.560 -3.275 3.042 1.31 1.36 -0.50
C -6.294 -2.484 4.127 -0.81 -0.45 1.51
C -6.394 -1.195 3.747 0.16 0.66 -0.14
N -6.604 -1.208 2.389 0.22 -0.45 0.13
C -6.542 -2.464 1.991 -1.85 -0.91 -1.11
C -6.861 -0.058 1.556 1.51 0.83 -0.78
H -4.270 -4.795 3.174 -0.29 0.08 0.45
H -4.854 -4.861 1.570 -0.37 0.28 -0.20
H -4.973 -6.254 2.518 -0.44 -0.06 0.40
H -6.688 -5.009 4.045 -0.38 -0.32 -0.26
H -7.180 -5.161 2.287 -0.53 0.45 0.40
H -6.174 -2.925 5.105 0.04 0.17 -0.08
H -6.289 -0.244 4.247 -0.08 -0.33 0.24
H -6.654 -2.840 0.984 0.01 0.31 -0.18
H -5.912 0.190 1.081 0.07 0.13 -0.14
H -7.089 0.803 2.184 -0.53 -0.29 -0.14
H -7.532 -0.246 0.717 -0.37 -0.10 0.57
C -1.083 -1.222 1.740 0.10 1.28 0.56
C -0.315 -2.241 0.929 0.16 -1.78 2.57
N 0.087 -1.839 -0.358 0.63 1.76 -4.92
C 0.713 -0.569 -0.621 -1.80 -2.24 -3.65
C 0.780 -0.498 -2.087 -0.11 -0.36 4.24
N 0.422 -1.724 -2.601 -2.54 -0.25 3.14
C -0.115 -2.493 -1.548 1.61 2.38 0.48
C 0.262 -2.052 -4.044 0.74 -0.35 1.67
H -1.371 -1.502 2.754 0.08 -1.00 -0.21
H -1.997 -0.867 1.265 0.09 -0.10 -0.34
H -0.478 -0.357 2.012 0.17 0.26 -0.49
H -0.861 -3.184 0.969 -0.17 0.01 -0.92
H 0.624 -2.557 1.383 -0.02 0.32 0.75
H 0.754 0.105 0.222 0.41 0.28 -0.49
H 0.834 0.409 -2.671 0.61 -0.24 -0.28
H -0.630 -3.442 -1.589 0.19 -0.05 -0.39
H -0.471 -2.859 -4.061 -0.09 0.32 -0.54
H 1.258 -2.446 -4.241 -0.24 0.10 -1.06
H -0.006 -1.131 -4.563 0.01 -0.39 -0.22
C 6.513 -2.446 1.476 -0.97 -0.11 -0.30
C 5.686 -1.449 0.581 1.31 -0.17 0.09
N 5.564 -1.891 -0.862 0.16 -0.45 -2.40
C 5.316 -3.187 -1.280 -0.10 0.58 -0.17
C 5.440 -3.192 -2.644 -1.26 -2.57 -0.05
N 5.710 -1.975 -3.152 0.35 1.14 5.84
C 5.812 -1.199 -2.019 -0.52 0.74 1.24
C 6.086 -1.669 -4.448 1.45 -0.04 -3.31
H 6.085 -3.447 1.539 -0.53 0.01 -0.42
H 6.389 -2.121 2.509 0.39 0.41 -0.09
H 7.553 -2.655 1.224 0.02 0.76 -0.18
H 6.167 -0.474 0.502 0.23 -0.10 0.18
H 4.740 -1.236 1.079 -0.34 -0.44 -0.56
H 4.999 -3.910 -0.542 0.16 -0.33 -0.39
H 5.205 -3.972 -3.353 0.27 -0.28 0.31
H 5.879 -0.124 -1.933 0.47 -0.01 -0.62
H 7.034 -1.141 -4.550 -0.63 1.48 0.65
H 5.256 -1.343 -5.076 0.30 0.44 0.13
H 6.568 -2.501 -4.960 -0.97 -1.10 0.25
C 0.062 5.379 -0.307 0.46 -0.08 0.80
N 0.578 6.747 0.141 -0.03 0.97 -0.91
C 0.760 6.892 1.640 0.66 -1.55 -0.65
C 1.949 6.907 -0.576 -1.23 -0.72 0.42
C -0.392 7.837 -0.300 -0.27 0.93 1.68
C -1.717 8.023 0.572 0.36 -0.34 -2.36
O -2.523 6.982 0.145 -1.04 -2.39 -0.15
H 0.049 5.256 -1.390 -0.22 0.71 -0.03
H -0.923 5.213 0.129 0.24 0.01 -0.12
H 0.802 4.644 0.013 -0.20 -0.02 0.44
H -0.138 6.526 2.138 0.08 0.44 0.00
H 1.105 7.890 1.910 -0.49 0.03 -0.22
H 1.564 6.201 1.895 -0.01 -0.04 0.17
H 2.477 7.831 -0.338 -0.36 -0.07 0.20
H 1.739 6.818 -1.642 0.16 0.14 0.06
H 2.480 6.019 -0.233 0.38 0.29 -0.18
H -0.665 7.702 -1.346 -0.09 -0.25 0.18
H 0.135 8.787 -0.204 0.31 -0.07 -0.12
H -2.213 8.848 0.061 0.61 1.13 0.79
H -1.739 8.061 1.661 0.85 0.55 -0.14
H -3.202 6.741 0.780 -0.06 0.15 0.05
B 3.190 1.646 4.402 0.92 1.18 -0.03
F 2.808 0.357 4.185 -1.03 -1.42 0.14
F 2.359 2.457 5.143 -1.80 0.12 0.52
F 4.403 1.734 4.997 2.38 -0.76 1.71
F 3.420 2.244 3.182 -0.59 0.94 -2.69
B 2.125 -6.861 1.903 -2.38 -0.73 1.39
F 2.907 -5.863 2.410 1.21 0.90 0.44
F 1.730 -6.550 0.634 0.27 0.31 -2.20
F 2.659 -8.123 2.042 0.90 -0.42 -0.33
F 0.873 -6.898 2.627 -0.01 0.24 0.51
B 1.026 3.411 -5.794 -0.57 -1.11 -0.98
F -0.143 3.156 -5.152 -1.99 0.37 2.96
F 2.068 3.817 -4.928 -0.27 0.53 -0.32
F 1.291 2.198 -6.370 2.18 -2.66 -0.46
F 0.640 4.139 -6.889 0.74 2.77 -0.81
B -4.685 -2.742 -2.924 0.81 -0.76 0.37
F -4.383 -2.429 -4.215 0.36 1.12 -1.05
F -5.974 -3.029 -2.744 -3.54 -0.82 -0.13
F -3.966 -3.909 -2.635 1.17 -0.61 0.75
F -4.462 -1.747 -1.965 1.35 1.16 0.52
```
Forces are in eV/Å.

Entry 2:
C23H47InNO2S2Si2 as an isolated structure, computed with wB97M-V/def2-TZVPD.

## Properties
E_tot = -2675.0841 Eh
spin multiplicity = 1
lowest unoccupied orbital energy = -5.498 eV
orbital gap = 5.662 eV
total charge = +1

XYZ file:
```
78
Properties=species:S:1:pos:R:3:forces:R:3
O -0.597 -1.853 -0.388 0.05 -0.06 1.25
O -2.242 -0.772 -3.063 -0.51 -0.05 -0.67
C 0.308 -2.848 -0.881 -0.22 0.11 -0.41
C 0.739 -3.920 0.105 0.13 -0.05 -0.26
H 1.177 -2.275 -1.238 -0.19 -0.15 0.07
H -0.167 -3.303 -1.764 0.22 -0.05 0.18
H 1.230 -3.500 0.989 -0.09 -0.06 -0.06
H 1.466 -4.552 -0.421 -0.12 0.07 0.22
H -0.091 -4.562 0.415 0.16 0.12 0.01
C -1.690 -2.341 0.409 0.18 -0.18 0.04
C -2.633 -3.204 -0.399 -0.23 -0.22 -0.11
H -2.205 -1.453 0.808 0.15 -0.12 -0.23
H -1.281 -2.881 1.282 -0.29 0.15 -0.30
H -2.967 -2.695 -1.311 0.18 0.02 0.24
H -3.523 -3.458 0.187 0.16 0.04 -0.01
H -2.153 -4.146 -0.687 -0.10 0.13 0.02
C -3.293 0.196 -3.268 0.42 -0.22 -0.03
C -2.087 -1.706 -4.147 0.06 0.33 0.31
C -4.489 -0.053 -2.376 -0.15 0.00 -0.10
H -3.615 0.196 -4.325 0.22 0.07 0.27
H -2.851 1.176 -3.043 -0.16 -0.16 -0.09
H -4.972 -1.003 -2.616 0.07 0.07 0.11
H -5.216 0.744 -2.547 -0.04 -0.03 0.07
H -4.215 -0.041 -1.320 0.04 -0.06 -0.04
C -3.303 -2.587 -4.339 -0.03 -0.12 -0.16
H -1.202 -2.308 -3.891 -0.26 0.19 -0.03
H -1.866 -1.157 -5.080 0.00 -0.13 0.23
H -3.604 -3.060 -3.401 0.03 0.04 -0.10
H -3.068 -3.373 -5.061 -0.06 0.01 0.01
H -4.145 -2.015 -4.738 0.03 -0.10 0.08
H -0.586 -0.375 -1.629 0.62 1.48 -0.45
In 0.507 0.439 1.425 0.83 -1.70 0.99
C -0.068 0.628 -1.657 -0.31 -0.87 0.32
Si 0.591 1.240 -3.325 0.24 0.19 -0.73
H -0.759 1.362 -1.231 -0.02 0.23 0.14
H 0.836 0.523 -1.031 -0.20 0.23 -0.28
C 1.406 -0.204 -4.209 0.04 -0.04 0.16
C 1.867 2.600 -3.013 -0.04 -0.07 0.09
C -0.637 2.006 -4.534 -0.26 -0.10 0.20
C 2.626 0.036 0.841 -0.12 0.55 -0.68
Si 3.772 0.872 2.075 0.93 0.56 0.67
H 2.776 0.400 -0.187 0.00 0.02 0.38
H 2.797 -1.054 0.826 -0.79 0.27 0.18
C 4.599 2.336 1.240 -0.14 -0.03 -0.18
C 5.091 -0.327 2.664 -0.09 -0.22 -0.13
C 2.913 1.513 3.625 -0.11 -0.05 0.04
H -0.123 2.234 -5.481 -0.06 -0.06 0.34
H -1.038 2.949 -4.136 0.01 -0.19 -0.14
H -1.479 1.340 -4.764 0.25 0.21 0.00
H 2.295 -0.544 -3.660 -0.14 -0.04 -0.16
H 1.720 0.101 -5.218 -0.05 -0.09 0.28
H 0.709 -1.047 -4.306 0.20 0.16 0.00
H 2.474 2.418 -2.115 -0.04 0.05 -0.17
H 1.370 3.575 -2.896 0.15 -0.22 0.01
H 2.551 2.677 -3.871 -0.18 0.00 0.23
H 5.470 -0.950 1.842 -0.01 0.11 0.19
H 4.700 -0.995 3.444 0.10 0.10 -0.19
H 5.943 0.225 3.086 -0.23 -0.10 -0.09
H 2.678 0.702 4.327 0.00 0.12 -0.10
H 1.989 2.079 3.448 0.11 0.03 0.02
H 3.610 2.197 4.134 -0.19 -0.18 -0.14
H 5.441 2.703 1.845 -0.24 -0.10 -0.11
H 3.896 3.169 1.101 0.17 -0.12 -0.03
H 4.992 2.050 0.256 -0.04 0.12 0.16
S 0.535 -1.551 3.028 -0.29 -0.33 -0.32
C -0.088 -0.405 4.106 -0.27 1.50 1.03
N -0.465 0.814 3.690 0.40 -1.35 -0.99
C -0.859 1.652 4.719 0.30 0.45 0.83
C -1.216 3.005 4.598 0.08 -0.66 -0.18
C -1.495 3.731 5.746 -0.05 0.05 0.06
C -1.378 3.132 7.011 0.05 -0.32 0.09
C -0.995 1.791 7.146 -0.19 0.32 0.27
C -0.751 1.052 5.999 0.12 0.37 -0.72
S -0.156 -0.594 5.867 -0.24 0.44 -1.18
H -1.243 3.427 3.594 -0.12 0.11 0.31
H -1.809 4.780 5.666 0.23 -0.52 0.06
H -1.577 3.727 7.904 0.06 -0.24 -0.29
H -0.874 1.311 8.122 -0.12 0.37 -0.28
```
Forces are in eV/Å.

Entry 3:
A 3-piece molecular cluster, C23H47NO12P2S2 overall, computed with wB97M-V/def2-TZVPD.

## Properties
E_tot = -3340.8997 Eh
spin multiplicity = 1
lowest unoccupied orbital energy = -2.307 eV
orbital gap = 6.057 eV
structure (SMILES) = O=C1OC[C@H](CCCSC(=S)N2CCOCC2)O1.CCOP(=O)(OCC)OCC.CCOP(=O)(OCC)OCC

XYZ file:
```
87
Properties=species:S:1:pos:R:3:forces:R:3
O 1.492 -4.330 3.329 -3.33 8.42 4.18
C 1.064 -3.176 3.881 1.02 -1.20 -1.19
O -0.218 -2.446 3.705 2.63 -1.03 -0.13
C -0.284 -1.237 4.579 1.03 -1.09 2.29
C 1.298 -0.898 4.915 -1.65 -0.09 0.05
C 2.044 0.276 3.984 -0.52 -0.88 0.84
C 3.624 -0.065 3.761 0.80 -0.56 0.68
C 4.372 0.721 2.545 1.31 -0.69 1.26
S 3.348 1.116 1.043 -0.75 -1.15 -0.76
C 2.571 -0.459 0.288 -0.54 -1.24 0.03
S 2.750 -2.023 1.017 -0.01 3.04 -1.51
N 1.765 -0.225 -0.969 1.73 -1.15 2.86
C 0.604 0.697 -0.790 -0.09 2.47 0.29
C -0.868 0.180 -1.215 -1.12 0.54 0.92
O -0.993 -1.187 -1.713 1.06 0.42 0.20
C 0.052 -2.086 -1.197 1.02 0.50 0.30
C 1.481 -1.470 -1.756 -1.58 -0.47 -0.88
O 1.810 -2.283 4.822 -0.60 -1.50 -2.34
H -0.650 -1.712 5.596 0.33 1.34 -1.92
H -1.007 -0.372 4.265 1.55 -1.98 -0.04
H 1.314 -0.634 6.055 0.32 -0.47 -2.23
H 1.925 1.275 4.621 0.23 -2.09 -1.53
H 1.394 0.353 3.016 1.58 -0.08 1.60
H 4.188 0.241 4.768 -1.18 -0.58 -2.16
H 3.868 -1.222 3.624 -1.09 2.57 0.26
H 4.795 1.738 3.003 -1.25 -1.86 -1.55
H 5.343 0.122 2.196 -2.27 1.15 0.81
H 0.835 1.684 -1.417 -0.56 -2.03 1.24
H 0.544 1.067 0.343 0.24 -0.95 -2.48
H -1.322 0.968 -1.987 1.03 -2.13 1.38
H -1.571 0.262 -0.256 1.50 -0.17 -1.83
H -0.055 -3.182 -1.604 -0.33 2.32 0.76
H -0.037 -2.041 -0.011 0.58 -0.41 -2.47
H 1.256 -1.125 -2.876 0.43 -0.68 2.39
H 2.350 -2.248 -1.830 -1.57 1.78 0.67
O 3.326 -1.157 -5.531 -4.27 -1.51 -1.43
P 2.921 -0.450 -6.848 8.19 4.83 0.41
O 4.282 -0.921 -7.665 -0.44 -0.91 -0.18
C 4.283 -2.236 -8.198 0.18 -0.37 -0.30
C 3.312 -2.373 -9.357 0.02 0.04 -0.18
O 3.435 1.034 -6.294 -1.44 -0.14 -0.16
C 3.532 1.319 -4.903 0.34 0.16 0.42
C 4.939 1.038 -4.397 0.19 -0.05 -0.07
O 2.469 0.339 -8.319 -2.33 -2.37 1.25
C 2.905 1.643 -8.690 -0.05 1.17 0.13
C 4.402 1.768 -8.930 0.20 -0.47 0.09
H 4.047 -2.958 -7.408 0.08 0.01 -0.01
H 5.298 -2.446 -8.547 -0.04 0.15 0.14
H 2.279 -2.256 -9.019 -0.07 -0.02 -0.02
H 3.404 -3.356 -9.826 0.00 0.04 0.08
H 3.496 -1.601 -10.113 -0.01 -0.17 0.16
H 2.773 0.778 -4.333 0.21 -0.07 -0.09
H 3.317 2.387 -4.773 -0.01 -0.09 -0.23
H 5.283 0.034 -4.665 -0.25 0.04 0.09
H 4.987 1.142 -3.310 -0.01 0.02 -0.06
H 5.652 1.737 -4.848 -0.13 0.00 0.09
H 2.547 2.381 -7.964 0.21 -0.17 -0.07
H 2.391 1.879 -9.628 -0.14 -0.39 0.06
H 4.991 1.561 -8.035 -0.16 0.05 -0.07
H 4.646 2.781 -9.261 -0.19 -0.03 -0.05
H 4.727 1.057 -9.701 -0.09 0.20 0.09
O -3.524 0.988 5.622 -0.12 -1.72 4.38
P -4.995 0.733 6.035 -2.79 3.24 -8.55
O -5.316 -0.259 4.750 0.47 -0.73 0.54
C -4.895 -1.610 4.866 -0.02 -0.54 -0.16
C -5.714 -2.367 5.897 -0.16 -0.09 -0.02
O -5.502 2.184 5.393 0.00 -0.07 1.45
C -4.606 3.275 5.212 0.21 0.35 -0.34
C -4.023 3.260 3.807 -0.04 -0.10 -0.19
O -6.637 0.449 6.497 2.50 -0.86 2.44
C -7.747 1.183 5.988 -0.68 1.02 -0.05
C -7.998 1.002 4.498 0.37 -0.33 -0.16
H -3.829 -1.647 5.117 0.00 -0.01 -0.08
H -5.022 -2.077 3.885 0.02 0.21 0.03
H -5.536 -1.977 6.902 0.00 -0.02 0.08
H -5.453 -3.429 5.896 0.03 0.09 -0.01
H -6.786 -2.265 5.694 0.23 -0.03 0.01
H -3.830 3.282 5.981 -0.05 -0.13 -0.20
H -5.184 4.197 5.345 -0.11 -0.23 0.03
H -3.592 2.289 3.548 0.03 0.10 0.23
H -3.248 4.023 3.702 -0.07 -0.02 0.00
H -4.808 3.454 3.068 0.08 0.07 0.13
H -7.656 2.241 6.259 0.05 -0.19 -0.19
H -8.627 0.815 6.525 0.30 -0.25 0.17
H -7.169 1.359 3.884 -0.09 0.01 0.16
H -8.893 1.553 4.198 -0.02 -0.04 0.20
H -8.140 -0.060 4.260 -0.06 0.22 0.07
```
Forces are in eV/Å.